[1]
The following is a DFT calculation (ωB97M-V/def2-TZVPD) of C36H37NOP2Pd as an isolated structure in a non-equilibrium geometry.

The LUMO energy (alpha / beta) comes out at -5.76 / -9.59 eV. The value obtained for the molar mass is 668.07 g mol⁻¹. As for the HOMO-LUMO gap (alpha / beta): 0.2171 / 0.1653 Ha. The total charge is +2. The value obtained for the energy above the lowest of the compared OMol25 structures with the same formula, charge and spin is 0.000 eV. As for the multiplicity: 5. As for the expectation value of S²: 6.036.

Positions of all 78 atoms, in Å:
Pd  -0.84481  -1.02790  -0.31933
C  -2.83555  -3.91303  -3.56059
C  -3.39734  -2.75494  -3.92226
C  -4.88208  -2.53139  -3.94277
C  -5.69428  -3.27851  -2.85764
C  -5.10843  -3.43739  -1.47453
C  -4.26078  -4.39429  -1.08300
C  -3.94886  -5.57689  -1.94190
C  -3.58184  -5.20171  -3.38925
C  -0.13017  -0.20319  1.45895
H  -1.75264  -4.04870  -3.54184
H  -2.79760  -1.97320  -4.41337
H  -5.30373  -2.83668  -4.91742
H  -5.09846  -1.45583  -3.87966
H  -6.61942  -2.69730  -2.70473
H  -6.00825  -4.24202  -3.28162
H  -5.62645  -2.82757  -0.72560
H  -3.93565  -4.49128  -0.04805
H  -4.81635  -6.26498  -1.99647
H  -3.12560  -6.14734  -1.48867
H  -2.92308  -6.00092  -3.76248
H  -4.49658  -5.23235  -4.00531
H  0.89015  -0.57379  1.58913
H  -0.74683  -0.34851  2.35181
H  -0.12833  0.84488  1.14581
P  -1.59276  -0.66451  -2.42564
P  -2.74897  -1.41229  0.84838
C  -3.29273  -0.82282  -1.86652
C  -3.76343  -1.11567  -0.60650
C  -1.54856  0.84092  -3.42974
C  -2.59427  1.13273  -4.33223
C  -2.48858  2.23189  -5.19139
C  -1.37149  3.07638  -5.10901
C  -0.35646  2.81928  -4.17921
C  -0.45409  1.71542  -3.33500
C  -0.49540  -1.93616  -3.19870
C  -0.01535  -3.02367  -2.42386
C  0.88109  -3.94096  -2.95810
C  1.31698  -3.80632  -4.28389
C  0.87911  -2.71641  -5.04876
C  -0.00884  -1.77765  -4.50974
C  -3.38507  -0.25585  2.08349
C  -3.48630  1.11997  1.78592
C  -4.12796  1.97064  2.68246
C  -4.65106  1.47092  3.87650
C  -4.46767  0.12322  4.21916
C  -3.83275  -0.73902  3.32867
C  -2.31505  -2.97040  1.70794
C  -0.97155  -3.25305  2.03775
C  -0.63182  -4.48840  2.58984
C  -1.61112  -5.47866  2.74602
C  -2.94580  -5.19411  2.43699
C  -3.31391  -3.91114  2.03064
H  -4.00935  -0.53971  -2.63224
H  -4.83054  -1.05101  -0.36243
H  -3.48360  0.50250  -4.37020
H  -3.27681  2.42226  -5.92079
H  -1.29813  3.94777  -5.76852
H  0.51976  3.47055  -4.10896
H  0.33082  1.51959  -2.60571
H  -0.36007  -3.14686  -1.38022
H  1.23799  -4.76337  -2.33112
H  2.01226  -4.52822  -4.70579
H  1.23837  -2.57827  -6.07516
H  -0.31861  -0.90605  -5.09986
H  -3.06931  1.50586  0.85015
H  -4.22387  3.03075  2.43702
H  -5.19124  2.13045  4.55632
H  -4.82440  -0.26181  5.17403
H  -3.68650  -1.79277  3.58475
H  -0.20179  -2.50670  1.84462
H  0.40408  -4.68030  2.88671
H  -1.32520  -6.46823  3.10331
H  -3.70359  -5.97452  2.50766
H  -4.36778  -3.65617  1.88555
O  2.96034  0.75031  -0.78046
C  1.90349  0.21876  -0.96128
N  0.83580  -0.29739  -1.16453

Mulliken atomic charge list, values in e, 8 entries: -0.652, 0.156, -0.560, -1.126, -1.233, 0.437, -0.026, -0.921

***

[2]
The following is a DFT calculation (ωB97M-V/def2-TZVPD) of C36H37NP2PtS as an isolated structure in a non-equilibrium geometry.

The LUMO energy (alpha / beta) comes out at -5.52 / -9.15 eV. The value obtained for the molar mass is 772.79 g mol⁻¹. As for the HOMO-LUMO gap (alpha / beta): 0.2194 / 0.1758 Ha. The total charge is +2. The value obtained for the energy above the lowest of the compared OMol25 structures with the same formula, charge and spin is 0.573 eV. As for the multiplicity: 5. As for the expectation value of S²: 6.045.

Positions of all 78 atoms, in Å:
Pt  -1.30681  1.08182  -0.52927
C  1.42218  -1.05840  2.97638
C  2.35502  -0.51121  2.17990
C  3.42877  -1.30562  1.49466
C  2.94822  -2.58089  0.77082
C  1.58142  -2.52808  0.12517
C  0.41036  -2.58654  0.76428
C  0.28649  -3.18076  2.13250
C  1.20835  -2.52456  3.19247
C  -3.00868  1.44984  -1.65554
H  0.79784  -0.41757  3.61209
H  2.52501  0.57623  2.16860
H  4.19977  -1.58622  2.23695
H  3.94906  -0.66487  0.76837
H  3.67153  -2.75557  -0.04006
H  3.03438  -3.43384  1.45895
H  1.64881  -2.56218  -0.96982
H  -0.53525  -2.35100  0.29213
H  0.50728  -4.26490  2.09072
H  -0.75262  -3.09129  2.48166
H  0.71646  -2.65446  4.16593
H  2.15917  -3.07139  3.25820
H  -3.80314  1.69517  -0.94081
H  -3.31846  0.65332  -2.34190
H  -2.71163  2.34133  -2.22269
P  0.75425  1.41834  0.38894
P  -0.86886  -0.67673  -1.85009
C  1.57881  0.30775  -0.76389
C  0.93089  -0.50331  -1.67834
C  1.75787  2.91955  0.27139
C  3.15960  2.80755  0.29276
C  3.94753  3.95701  0.26619
C  3.34339  5.21809  0.24699
C  1.94800  5.33903  0.19742
C  1.15869  4.18871  0.18787
C  0.15097  1.52971  2.17044
C  -1.06198  0.90579  2.51954
C  -1.50890  0.88300  3.84057
C  -0.75203  1.50590  4.83657
C  0.41905  2.19185  4.49543
C  0.85325  2.23921  3.16492
C  -1.05057  -0.61661  -3.65820
C  -0.39676  0.43493  -4.32735
C  -0.35848  0.45415  -5.71873
C  -1.00164  -0.54876  -6.45329
C  -1.68475  -1.57369  -5.78577
C  -1.73916  -1.59824  -4.39293
C  -2.07610  -1.97662  -1.31253
C  -3.19482  -1.59030  -0.54412
C  -4.07877  -2.53288  -0.03318
C  -3.86150  -3.88951  -0.28120
C  -2.80149  -4.28322  -1.10325
C  -1.90149  -3.34292  -1.60762
H  2.66481  0.39839  -0.83654
H  1.52649  -1.03716  -2.42935
H  3.63007  1.82133  0.31180
H  5.03697  3.86684  0.25584
H  3.96243  6.11437  0.25743
H  1.47969  6.32509  0.15942
H  0.07313  4.26128  0.12312
H  -1.67388  0.42204  1.74342
H  -2.44195  0.36549  4.06939
H  -1.08758  1.45320  5.87665
H  1.00862  2.68367  5.27158
H  1.75505  2.79959  2.90355
H  0.08230  1.22512  -3.74874
H  0.17355  1.25428  -6.23595
H  -0.96892  -0.53637  -7.54574
H  -2.17333  -2.36388  -6.35908
H  -2.32244  -2.36626  -3.88448
H  -3.37668  -0.52576  -0.34967
H  -4.93517  -2.19324  0.56172
H  -4.52548  -4.63199  0.16465
H  -2.68320  -5.33673  -1.36204
H  -1.05099  -3.65396  -2.21407
S  -2.94872  5.18913  1.33549
C  -2.38521  3.82054  0.75533
N  -1.89811  2.80886  0.33805

Mulliken atomic charge list, values in e, 8 entries: 1.396, 0.041, -0.478, -1.131, -1.262, 0.301, 0.349, -1.155

***

[3]
The following is a DFT calculation (ωB97M-V/def2-TZVPD) of C36H37NP2SeTc as an isolated structure in a non-equilibrium geometry.

The LUMO energy (alpha / beta) comes out at -7.37 / -8.92 eV. The value obtained for the molar mass is 722.61 g mol⁻¹. As for the HOMO-LUMO gap (alpha / beta): 0.2072 / 0.1605 Ha. The total charge is +2. The value obtained for the energy above the lowest of the compared OMol25 structures with the same formula, charge and spin is 6.833 eV. As for the multiplicity: 4. As for the expectation value of S²: 3.830.

Positions of all 78 atoms, in Å:
Tc  0.33737  -0.59607  0.87580
C  -2.30018  -0.09312  5.09366
C  -2.97967  0.05473  3.92721
C  -3.39021  1.26789  3.17939
C  -2.30825  2.02633  2.26791
C  -0.78252  1.72883  2.32646
C  -0.12880  1.93888  3.47080
C  -0.82971  2.13933  4.79069
C  -1.44595  1.00277  5.69968
C  2.09346  0.09816  1.49070
H  -1.94560  -1.11714  5.33181
H  -3.01377  -0.86863  3.24723
H  -3.94252  1.99866  3.82547
H  -4.14024  0.97613  2.39790
H  -2.67524  1.98221  1.23875
H  -2.41395  3.08717  2.53262
H  -0.37276  2.46720  1.59359
H  0.96882  1.93485  3.51865
H  -1.64785  2.89588  4.61917
H  -0.03239  2.52982  5.47936
H  -0.65291  0.48934  6.25543
H  -2.08692  1.47441  6.46197
H  2.94147  -0.58740  1.21235
H  2.66046  0.96151  1.91483
H  1.45815  0.54019  0.49309
P  -0.24384  -1.46243  -1.42853
P  1.15072  0.82138  -1.56167
C  -1.33418  -0.04494  -1.83611
C  -0.61975  1.09672  -1.97175
C  -0.44674  -2.63170  -2.91366
C  -1.47418  -2.49523  -3.86731
C  -1.73216  -3.49837  -4.83460
C  -0.91158  -4.62763  -4.91386
C  0.16489  -4.75800  -4.01125
C  0.39592  -3.76345  -3.04438
C  -1.04999  -2.42391  -0.17420
C  -0.39117  -2.53465  1.08573
C  -0.99487  -3.33549  2.10547
C  -2.27231  -3.80923  1.93167
C  -2.92969  -3.67611  0.70171
C  -2.31541  -3.00470  -0.35978
C  2.05517  0.94792  -3.19227
C  1.87613  -0.08578  -4.13909
C  2.45967  -0.02153  -5.39983
C  3.26104  1.06490  -5.76058
C  3.46805  2.09215  -4.83912
C  2.86966  2.03944  -3.56633
C  1.75148  2.41083  -0.81546
C  3.09336  2.46235  -0.38921
C  3.51125  3.48798  0.47010
C  2.61395  4.51950  0.80349
C  1.35431  4.56133  0.21208
C  0.91899  3.53111  -0.64052
H  -2.38850  -0.17698  -1.95243
H  -0.88691  2.08790  -2.31307
H  -2.11702  -1.61479  -3.85210
H  -2.59487  -3.39673  -5.50487
H  -1.10013  -5.39790  -5.66650
H  0.80239  -5.64062  -4.06520
H  1.23369  -3.86627  -2.36151
H  0.76179  -2.30515  1.12410
H  -0.44877  -3.54417  3.02192
H  -2.78584  -4.31158  2.76959
H  -3.92773  -4.12570  0.56267
H  -2.82618  -2.90057  -1.30953
H  1.25987  -0.94811  -3.86192
H  2.29000  -0.82251  -6.11552
H  3.73018  1.10827  -6.73732
H  4.08468  2.94965  -5.09749
H  3.03930  2.86788  -2.87843
H  3.80584  1.69582  -0.71661
H  4.51942  3.48405  0.86256
H  2.91601  5.30348  1.51116
H  0.67881  5.38898  0.38982
H  -0.01268  3.59342  -1.18179
Se  1.52132  -1.95179  5.53649
C  0.66522  -1.54568  3.99134
N  0.18114  -1.12531  2.94937

Mulliken atomic charge list, values in e, 8 entries: -0.806, -0.507, 0.048, -0.824, -1.415, 1.321, -0.443, -1.026